No. 1
Molecular formula: C23H26F3
Method: DFT, wB97M-V/def2-TZVPD

Calculated values
- max |F| (hartree/bohr) = 0.019
- LUMO (Eh) = -0.228
- ΔE to the lowest compared entry with this formula, charge and spin (kJ/mol) = 0.0
- Kohn-Sham gap (eV) = 5.2
- E_tot (Ha) = -1191.3397
- molecular weight (Da) = 359.45

```
! RIJCOSX wB97M-V def2-TZVPD def2/J DEFGRID3
* xyz 1 1
F 9.86 -0.93 -0.16
F 8.41 -0.46 -1.75
F 8.45 -2.48 -0.85
C -1.80 -0.28 1.08
C 3.43 1.73 4.91
C 8.62 -1.16 -0.62
C 7.13 -1.60 1.38
C 0.76 -0.95 2.86
C 6.41 1.06 1.49
C 5.84 0.17 2.43
C -2.04 1.10 1.70
C 1.02 0.24 2.00
C -1.07 1.50 2.81
C 7.63 -0.71 0.44
C 2.81 2.87 5.35
C 6.25 -1.18 2.35
C 3.75 4.10 3.53
C 4.26 1.74 3.77
C 1.80 0.14 0.93
C 4.92 0.52 3.44
C -0.24 -1.96 2.26
C 0.40 1.57 2.36
C 4.36 2.96 3.06
C 7.26 0.62 0.51
C 2.99 4.06 4.68
C -1.67 -1.42 2.12
H 6.21 2.11 1.56
H -1.37 2.47 3.22
H 2.18 2.84 6.22
H 1.01 2.04 3.13
H 2.01 0.97 0.30
H 3.87 5.02 3.00
H -1.17 0.81 3.66
H 2.52 4.96 5.05
H -2.04 -1.08 3.09
H 3.28 0.81 5.45
H -2.60 -0.51 0.36
H 4.67 -0.29 4.11
H -0.25 -2.87 2.86
H 0.11 -2.27 1.27
H 5.87 -1.89 3.06
H 7.46 -2.62 1.32
H 7.67 1.30 -0.22
H -0.89 -0.26 0.47
H 0.40 -0.62 3.84
H 0.47 2.23 1.49
H -2.01 1.87 0.91
H 4.85 3.00 2.11
H -3.07 1.14 2.09
H -2.35 -2.25 1.85
H 2.24 -0.80 0.66
H 1.71 -1.45 3.06
*
```

=====

No. 2
Molecular formula: C4H15NO3
Method: DFT, wB97M-V/def2-TZVPD

Calculated values
- max |F| (hartree/bohr) = 0.022
- SMILES = C1CCNC1.O.O.O
- LUMO (Eh) = 0.009
- ΔE to the lowest compared entry with this formula, charge and spin (kJ/mol) = 66.5
- Kohn-Sham gap (eV) = 9.0
- E_tot (Ha) = -441.8566
- molecular weight (Da) = 125.17

```
! RIJCOSX wB97M-V def2-TZVPD def2/J DEFGRID3
* xyz 0 1
O -2.48 2.51 0.63
O 2.59 -1.95 2.49
O -2.88 0.37 -1.74
N -0.21 -0.30 0.55
C 1.78 0.46 -0.66
C 1.16 -0.71 -1.42
C 0.17 -1.33 -0.43
C 0.79 0.78 0.49
H -2.30 2.85 -0.26
H 0.41 1.79 0.33
H 0.64 -2.15 0.13
H 1.90 -1.46 -1.67
H 2.35 -1.04 2.29
H -3.52 -0.29 -1.44
H 1.35 0.82 1.43
H 1.76 -2.27 2.88
H -3.00 1.72 0.41
H -1.09 0.12 0.28
H -0.71 -1.71 -0.95
H 0.66 -0.39 -2.34
H -2.65 0.10 -2.64
H 1.99 1.33 -1.28
H 2.75 0.16 -0.25
*
```

=====

No. 3
Molecular formula: C17H19N3O
Method: DFT, wB97M-V/def2-TZVPD

Calculated values
- max |F| (hartree/bohr) = 0.381
- SMILES = CCOc1ccc(CNc2nc3ccccc3n2C)cc1
- LUMO (Eh) = 0.015
- ΔE to the lowest compared entry with this formula, charge and spin (kJ/mol) = 1285.3
- Kohn-Sham gap (eV) = 8.2
- E_tot (Ha) = -898.2410
- molecular weight (Da) = 281.36

```
! RIJCOSX wB97M-V def2-TZVPD def2/J DEFGRID3
* xyz 0 1
O 3.76 1.15 0.30
N -1.91 -1.02 0.78
N -1.22 -3.04 -1.07
N -2.13 -0.77 -1.69
C -2.99 2.45 0.89
C -3.34 2.49 -0.33
C -0.05 -3.20 -0.55
C 2.81 0.00 0.02
C -1.67 -1.51 -0.61
C -1.54 -1.69 1.92
C 2.45 3.09 -0.20
C -2.98 1.41 -1.29
C -2.58 0.33 -0.75
C 3.78 2.19 -0.50
C 2.71 -1.15 0.86
C 1.13 -1.16 -1.40
C -2.35 0.16 0.42
C 1.93 -0.06 -1.20
C 1.78 -2.14 0.89
C -2.62 1.20 1.55
C 0.96 -2.29 -0.14
H -0.48 -1.57 1.90
H 0.50 -1.05 -2.16
H 2.31 3.44 0.77
H 2.06 0.61 -1.90
H 1.37 2.70 -0.46
H 0.41 -4.07 -1.27
H -1.89 -2.80 1.94
H -2.41 0.82 2.49
H -2.05 -1.32 2.64
H -3.29 3.30 1.62
H -3.14 1.69 -2.32
H 1.77 -2.95 1.58
H -3.78 3.46 -0.63
H 3.75 1.93 -1.72
H 4.57 2.94 -0.15
H -0.05 -3.75 0.54
H 2.48 4.00 -0.64
H -1.33 -2.87 -2.01
H 3.26 -0.95 1.89
*
```

=====

No. 4
Molecular formula: C33H52N6ReSSbSi3
Method: DFT, wB97M-V/def2-TZVPD

Calculated values
- max |F| (hartree/bohr) = 0.049
- LUMO (spin up / spin down) (Eh) = -0.306 / -0.334
- Kohn-Sham gap (spin up / spin down) (eV) = 7.7 / 7.0
- expectation value of S² = 3.8023
- E_tot (Ha) = -3201.5736
- molecular weight (Da) = 957.11

```
! RIJCOSX wB97M-V def2-TZVPD def2/J DEFGRID3
* xyz 3 4
Re 11.08 13.69 8.91
Sb 11.39 12.09 11.03
S 9.35 14.84 7.37
Si 10.08 9.05 11.56
Si 7.80 13.60 10.88
Si 12.57 9.47 9.40
N 10.31 11.83 8.26
N 13.59 13.89 5.33
N 10.47 17.30 7.74
N 11.65 15.00 10.54
N 12.62 13.97 7.32
N 8.39 17.28 7.00
C 10.86 10.23 10.17
C 8.65 18.69 7.26
C 8.71 11.08 6.62
C 10.38 15.36 12.54
C 6.97 12.19 9.98
C 13.97 9.85 10.66
C 12.50 14.21 6.02
C 8.43 9.95 7.35
C 11.34 16.25 12.97
C 14.68 12.97 8.60
C 8.99 10.20 12.50
C 10.11 10.67 8.97
C 7.25 13.64 12.64
C 14.57 13.42 6.25
C 7.39 15.29 10.18
C 12.30 12.43 12.93
C 9.20 9.73 8.47
C 11.46 8.38 12.69
C 10.57 14.68 11.36
C 9.04 7.56 10.99
C 15.97 12.46 8.41
C 12.65 15.71 11.01
C 12.52 16.37 12.22
C 12.13 7.69 9.21
C 10.20 18.73 7.54
C 15.83 12.86 6.02
C 13.00 10.31 7.82
C 9.76 13.57 10.72
C 9.45 16.54 7.33
C 13.92 13.42 7.52
C 16.52 12.46 7.14
C 9.58 11.96 7.11
C 7.06 16.77 6.65
H 10.45 19.17 8.50
H 12.28 13.50 13.05
H 9.52 11.06 12.79
H 7.65 9.25 7.11
H 16.60 12.12 9.23
H 12.53 9.94 6.89
H 6.61 16.14 7.41
H 5.93 12.25 10.28
H 6.59 15.16 9.41
H 7.23 12.66 13.17
H 8.59 9.70 13.38
H 6.14 13.81 12.59
H 7.31 11.22 10.27
H 14.85 9.37 10.32
H 13.75 9.45 11.65
H 11.87 9.21 13.26
H 14.18 10.92 10.74
H 6.40 17.61 6.34
H 7.62 14.46 13.21
H 9.49 15.11 13.19
H 10.99 7.67 13.36
H 9.04 8.81 9.01
H 9.66 12.81 6.49
H 9.43 6.85 10.29
H 8.39 19.31 6.44
H 11.20 7.47 8.61
H 8.90 7.00 11.95
H 8.05 19.00 8.13
H 7.03 12.28 8.90
H 13.53 15.83 10.39
H 10.84 19.11 6.75
H 12.24 7.80 12.18
H 11.27 16.85 13.86
H 14.27 13.02 9.63
H 13.75 14.03 4.32
H 12.93 7.11 8.80
H 8.11 11.37 5.80
H 12.84 11.39 7.82
H 11.62 14.57 5.52
H 8.05 7.94 10.68
H 13.30 12.00 12.88
H 14.05 10.29 7.69
H 16.41 12.87 5.08
H 17.51 12.05 7.04
H 11.65 11.96 13.69
H 8.20 15.85 9.70
H 6.98 15.82 11.06
H 13.31 16.97 12.53
H 11.42 16.97 7.66
H 7.14 16.10 5.76
H 12.02 7.33 10.20
H 8.13 10.54 11.92
*
```

=====

No. 5
Molecular formula: C4H6OTl
Method: DFT, wB97M-V/def2-TZVPD

Calculated values
- max |F| (hartree/bohr) = 0.079
- LUMO (Eh) = -0.177
- ΔE to the lowest compared entry with this formula, charge and spin (kJ/mol) = 53.2
- Kohn-Sham gap (eV) = 8.0
- E_tot (Ha) = -403.3239
- molecular weight (Da) = 274.47

```
! RIJCOSX wB97M-V def2-TZVPD def2/J DEFGRID3
* xyz 1 1
Tl -1.25 -1.73 0.77
O -1.82 -0.66 -1.05
C 0.95 0.21 1.03
C -1.34 -0.07 -2.00
C 0.40 0.05 2.20
C 1.43 0.30 -0.28
H -0.21 -0.01 -2.23
H 0.83 0.81 -1.04
H 0.82 -0.65 2.93
H 2.51 0.30 -0.41
H -1.86 0.80 -2.44
H -0.46 0.66 2.50
*
```

=====

No. 6
Molecular formula: C4H9N2
Method: DFT, wB97M-V/def2-TZVPD

Calculated values
- max |F| (hartree/bohr) = 0.077
- LUMO (Eh) = -0.143
- ΔE to the lowest compared entry with this formula, charge and spin (kJ/mol) = 274.4
- Kohn-Sham gap (eV) = 11.0
- E_tot (Ha) = -266.9948
- molecular weight (Da) = 85.13

```
! RIJCOSX wB97M-V def2-TZVPD def2/J DEFGRID3
* xyz 1 1
N 0.46 -0.55 -0.19
N -0.44 -0.66 1.55
C 1.22 -0.42 -1.35
C -1.09 1.45 0.03
C 0.07 0.46 0.78
C -0.06 -1.50 0.56
H 1.85 -1.25 -1.47
H 1.69 0.55 -1.17
H 0.88 1.10 1.13
H -1.63 0.60 -0.57
H -0.16 -2.69 0.44
H -1.19 -0.89 2.30
H 0.61 -0.29 -2.28
H -0.48 2.15 -0.60
H -1.73 1.94 0.84
*
```

=====

No. 7
Molecular formula: C23H65O17P
Method: DFT, wB97M-V/def2-TZVPD

Calculated values
- max |F| (hartree/bohr) = 0.098
- LUMO (Eh) = -0.068
- Kohn-Sham gap (eV) = 7.7
- E_tot (Ha) = -2535.3563
- molecular weight (Da) = 644.73

```
! RIJCOSX wB97M-V def2-TZVPD def2/J DEFGRID3
* xyz 0 1
P -4.67 -3.08 -1.51
O -3.74 -3.79 -0.48
O 2.63 -0.65 2.97
O -6.44 4.33 0.92
O 5.60 4.66 1.83
O -5.59 3.76 -7.41
O 5.91 -5.48 1.12
O -0.40 -2.01 -3.55
O -0.49 -0.48 -0.92
O -0.03 0.14 4.82
O 2.67 -4.36 1.01
O -4.18 1.90 -4.41
O 8.11 -6.35 3.52
O 6.56 -1.14 2.55
O -2.47 3.57 -1.72
O 1.48 3.25 0.67
O -4.56 2.25 -0.53
O -7.52 -1.73 -0.49
C -5.07 -1.39 -0.79
C 5.97 -4.60 0.00
C -5.61 0.80 1.24
C -6.43 -0.36 1.31
C -4.24 -0.25 -0.85
C -3.94 3.12 -5.08
C 0.65 -2.37 0.30
C -6.46 -1.24 -0.04
C 2.84 0.58 2.29
C 7.62 -7.68 3.62
C -4.78 1.09 -0.11
C 2.65 -5.76 0.77
C -2.85 -0.29 -1.63
C -7.22 4.37 2.10
C -0.65 -1.40 0.19
C 5.65 5.55 0.72
C 6.89 -0.12 3.48
C -5.70 4.17 -8.77
C -0.09 -1.28 4.93
C -1.63 0.41 -0.83
C -2.30 4.98 -1.78
C 1.81 4.27 1.61
C 0.99 -2.15 -3.78
H 1.39 4.02 2.59
H 1.51 -1.26 -3.43
H 7.95 -8.26 2.75
H -3.89 -2.99 -2.73
H 1.40 5.23 1.26
H 6.48 0.84 3.13
H 9.08 -6.40 3.50
H -3.00 0.34 -2.58
H 7.97 -0.04 3.55
H -3.85 2.94 -6.15
H 0.29 -3.43 0.49
H 5.60 -1.18 2.50
H 6.53 -7.65 3.64
H -1.96 0.63 0.24
H -0.53 -1.90 -2.60
H -3.31 3.40 -1.28
H -6.54 4.86 -8.88
H -0.79 0.49 5.30
H -4.77 4.67 -9.06
H -2.28 5.39 -0.77
H 0.76 -1.71 4.40
H 4.71 5.48 0.17
H 2.89 4.34 1.68
H -6.42 3.32 -7.18
H -5.81 -3.94 -1.67
H 3.76 1.04 2.65
H -8.03 3.63 2.04
H -1.35 5.20 -2.28
H -3.01 3.56 -4.71
H 6.75 -5.40 1.59
H -4.26 2.11 -3.47
H -4.78 3.80 -4.91
H 6.48 5.26 0.06
H 1.36 -3.04 -3.25
H 2.55 -0.45 3.91
H -0.73 -0.86 1.19
H 1.36 -2.25 -0.58
H -6.07 3.44 0.85
H -6.59 4.16 2.97
H -0.03 -1.57 5.99
H -7.65 5.36 2.21
H 2.93 0.38 1.22
H -1.39 1.40 -1.34
H -5.84 3.29 -9.40
H 1.25 -2.04 1.24
H 6.47 -0.37 4.46
H 2.00 1.25 2.46
H 7.99 -8.14 4.54
H -5.55 1.48 2.15
H 3.53 -4.15 1.42
H 6.44 4.74 2.30
H 6.10 -3.57 0.35
H 0.52 3.21 0.63
H -7.03 -0.64 2.24
H 1.70 -6.02 0.31
H -2.57 -1.34 -1.99
H 5.03 -4.67 -0.55
H 3.47 -6.02 0.09
H 6.79 -4.89 -0.65
H -1.55 -2.10 0.09
H 1.16 -2.27 -4.85
H -3.12 5.42 -2.35
H 2.76 -6.30 1.71
H 5.79 6.57 1.06
H -1.02 -1.65 4.49
*
```

=====

No. 8
Molecular formula: C11H13NO2S
Method: DFT, wB97M-V/def2-TZVPD

Calculated values
- max |F| (hartree/bohr) = 0.085
- LUMO (Eh) = 0.025
- ΔE to the lowest compared entry with this formula, charge and spin (kJ/mol) = 279.4
- Kohn-Sham gap (eV) = 8.8
- E_tot (Ha) = -1030.2499
- molecular weight (Da) = 223.30

```
! RIJCOSX wB97M-V def2-TZVPD def2/J DEFGRID3
* xyz 0 1
S 0.25 1.36 0.94
O 1.53 2.06 0.10
O 1.23 0.13 1.34
N -0.68 0.82 -0.13
C 1.82 -1.37 -0.43
C 3.60 -0.53 1.08
C 3.15 1.30 -1.42
C -4.18 0.09 -1.10
C -2.04 0.60 0.00
C -2.58 0.05 1.14
C 2.35 1.05 -0.37
C -3.89 -0.32 1.21
C -4.76 -0.33 0.07
C -2.86 0.49 -1.19
C 2.26 -0.23 0.40
H 2.62 -1.52 -1.16
H -2.29 0.62 -2.09
H 0.88 -1.33 -1.02
H 4.10 0.29 1.68
H -4.24 -0.68 2.23
H 4.28 -0.97 0.36
H 1.75 -2.20 0.18
H 3.54 -1.43 1.73
H 3.62 0.37 -1.73
H -5.70 -0.64 -0.19
H 3.10 2.34 -1.73
H -2.03 0.06 2.06
H -4.83 -0.09 -1.95
*
```

=====

No. 9
Molecular formula: C7H15N
Method: DFT, wB97M-V/def2-TZVPD

Calculated values
- max |F| (hartree/bohr) = 0.070
- SMILES = CCCN1CCCC1
- LUMO (Eh) = 0.040
- ΔE to the lowest compared entry with this formula, charge and spin (kJ/mol) = 149.2
- Kohn-Sham gap (eV) = 9.5
- E_tot (Ha) = -330.4111
- molecular weight (Da) = 113.20

```
! RIJCOSX wB97M-V def2-TZVPD def2/J DEFGRID3
* xyz 0 1
N -0.14 0.30 -0.06
C 0.64 1.15 -2.15
C -1.35 -0.17 0.65
C -0.42 1.29 -1.11
C -0.86 -0.74 2.00
C 0.60 -0.87 -0.64
C 0.44 -0.10 2.55
C 1.05 -0.42 -2.08
H -1.46 1.00 -1.61
H -0.07 -1.79 -0.59
H -0.49 2.29 -0.73
H -0.61 -1.79 1.91
H -2.05 -0.90 0.09
H -1.65 -0.82 2.80
H -1.93 0.74 0.93
H 1.39 -1.26 -0.07
H 0.46 0.99 2.27
H 2.12 -0.74 -2.30
H 0.47 -0.04 3.69
H 0.49 -0.94 -2.91
H 1.57 1.72 -1.79
H 0.39 1.56 -3.13
H 1.44 -0.47 2.25
*
```

=====

No. 10
Molecular formula: C19H50N15O9PS
Method: DFT, wB97M-V/def2-TZVPD

Calculated values
- max |F| (hartree/bohr) = 0.036
- SMILES = COC[C@H](CCCCCCCSc1nnco1)NP(C)O.NC(N)=O.NC(N)=O.NC(N)=O.NC(N)=O.NC(N)=O.NC(N)=O
- LUMO (Eh) = 0.016
- Kohn-Sham gap (eV) = 7.9
- E_tot (Ha) = -2992.2197
- molecular weight (Da) = 695.75

```
! RIJCOSX wB97M-V def2-TZVPD def2/J DEFGRID3
* xyz 0 1
S 3.37 -1.21 -1.11
P -1.96 -1.23 -1.30
O -3.36 -0.36 -1.27
O 4.04 -7.44 3.47
O 1.48 2.45 -2.49
O 1.94 -3.34 -2.02
O 1.32 1.81 5.37
O -2.20 -3.39 3.36
O -1.70 4.42 -6.46
O 2.45 2.11 -7.65
O -3.83 3.30 3.19
N 2.01 0.38 6.99
N 2.79 -6.00 2.24
N 4.18 3.23 -6.70
N -4.18 2.44 5.26
N 2.09 -3.27 0.14
N 1.31 2.49 -4.75
N -5.95 2.74 3.79
N 1.36 -4.37 -0.21
N 2.21 -8.23 2.39
N -2.93 6.29 -6.06
N -2.19 -2.55 -0.22
N -0.33 3.42 -3.44
N 3.40 2.06 6.22
N -0.65 6.43 -6.37
N 4.32 2.47 -8.87
C -1.16 0.57 3.01
C -1.76 5.63 -6.31
C -4.60 2.86 4.02
C 0.30 0.13 2.87
C 1.03 0.72 1.66
C -1.89 -2.22 1.20
C -2.05 -2.05 -2.94
C 3.57 2.57 -7.73
C 2.27 0.13 -0.50
C 3.08 -7.23 2.75
C -2.71 -1.07 1.77
C 1.41 -0.37 0.67
C 1.32 -4.37 -1.49
C 2.43 -2.65 -0.93
C 2.18 1.44 6.14
C -2.08 -3.54 1.97
C 0.86 2.76 -3.49
C -0.95 -3.22 4.04
C -2.02 0.30 1.77
H 0.82 2.74 -5.59
H -0.70 3.64 -2.53
H 3.90 2.00 -9.65
H -3.15 0.56 -1.45
H 0.40 -0.96 2.89
H 3.66 3.34 -5.85
H -0.14 -3.18 3.31
H 4.13 1.77 6.85
H -0.82 -4.07 4.71
H -3.77 5.73 -6.01
H -6.28 3.04 2.90
H 1.93 1.25 1.97
H -1.00 -2.31 4.62
H 0.85 -5.12 -2.09
H -3.63 -1.03 1.19
H -3.20 2.51 5.46
H 1.96 -1.15 1.19
H 0.81 0.48 3.76
H -0.85 3.68 -4.26
H 0.40 1.43 1.12
H -3.02 -1.26 2.79
H -1.90 -3.13 -2.88
H -1.59 0.11 3.90
H -4.80 2.07 5.96
H -2.82 1.04 1.76
H 2.89 0.97 -0.23
H -3.00 7.28 -5.94
H 5.25 2.84 -8.97
H -3.03 -1.89 -3.39
H 2.18 2.00 -4.83
H -0.67 7.42 -6.25
H 1.64 0.41 -1.33
H 2.71 0.06 7.63
H -3.00 -4.01 1.62
H 2.00 -5.81 1.64
H 3.56 2.84 5.61
H -1.15 1.64 3.20
H 5.11 3.62 -6.75
H 2.39 -9.15 2.75
H -1.28 -4.25 1.76
H 1.41 -8.08 1.81
H -6.60 2.38 4.47
H -1.31 -1.63 -3.61
H 0.51 -0.81 0.25
H -0.83 -1.97 1.29
H 3.40 -5.25 2.47
H -1.52 -3.25 -0.49
H -1.42 0.48 0.88
H 0.23 5.98 -6.55
H 1.12 -0.09 6.95
*
```